Molecular formula: C2HAuFO
Method: DFT, ωB97M-V/def2-TZVPD

XYZ file:
```
6
C2HAuFO ωB97M-V/def2-TZVPD
H -1.48516 0.93189 -2.07800
O -1.71513 0.20794 -1.47652
C 0.06486 -0.06692 0.29247
C -0.85838 0.12492 -0.49469
Au 1.34178 -0.62951 1.35709
F 2.65203 -0.56832 2.39966
```

The HOMO energy (spin up / spin down) is -16.6 / -16.8 eV. The expectation value of S² is 2.02. Its maximum force is 0.19565 Eh/bohr. The spin multiplicity is 3. As for the frontier orbital gap (spin up / spin down): 11.992 / 7.306 eV. Its charge is +1.